(1)
DFT (ωB97M-V with the def2-TZVPD basis set) results for a 11-piece molecular cluster, BF4H20O10 overall at a distorted geometry.

XYZ file:
```
35
Properties=species:S:1:pos:R:3:forces:R:3:lowdin_spin:R:1
B -17.571740 -7.394000 -5.483740 -1.09 -2.04 -2.44 0.00
F -16.656520 -8.114820 -4.803630 1.42 -0.75 1.37 0.00
F -18.678110 -7.240700 -4.696320 -0.97 1.42 0.92 0.00
F -16.960930 -6.263770 -5.961840 0.24 2.58 0.24 0.00
F -17.982860 -8.078360 -6.635140 -0.15 -0.19 -0.39 0.00
O -18.865010 -8.448290 -2.346410 -0.09 0.23 0.77 0.00
H -18.046180 -8.677510 -1.906860 0.21 -0.12 0.24 0.00
H -18.595720 -7.906520 -3.088170 0.10 0.17 -0.34 0.00
O -16.909910 -6.066060 -2.657840 -0.51 0.29 0.04 0.00
H -16.946000 -6.468880 -3.525400 0.32 -0.36 -0.17 0.00
H -15.975370 -6.006570 -2.459550 0.29 0.15 0.14 0.00
O -19.519390 -10.235990 -7.862380 -0.44 -0.02 -0.35 0.00
H -19.026800 -9.516880 -7.466820 0.25 0.17 0.28 0.00
H -18.897330 -10.962690 -7.896660 0.16 -0.17 0.13 0.00
O -21.414970 -6.024050 -5.513590 0.01 0.48 -0.02 0.00
H -21.324600 -6.279800 -4.595630 0.01 -0.18 0.12 0.00
H -21.571350 -6.846540 -5.977590 0.02 -0.28 -0.20 0.00
O -17.466840 -10.823710 -5.139790 0.46 -0.41 -0.15 0.01
H -18.356990 -10.902790 -4.796840 -0.55 0.05 0.05 0.00
H -17.288740 -9.883270 -5.130470 0.09 0.01 -0.03 0.00
O -19.275780 -4.613000 -3.034440 -0.36 1.25 -0.49 0.34
H -18.463640 -5.117350 -2.986580 1.41 -0.56 0.32 0.00
H -19.958810 -5.233190 -2.779340 -0.56 -0.42 0.00 0.00
O -19.996190 -10.117180 -3.955360 -0.55 -0.73 -0.76 0.00
H -20.859650 -9.721900 -4.075400 -0.19 -0.14 -0.18 0.00
H -19.569160 -9.566270 -3.299330 0.32 0.25 0.66 0.00
O -14.133410 -7.406890 -5.792170 0.38 0.12 0.11 0.00
H -15.059740 -7.398560 -5.551200 -0.10 -0.20 0.05 0.00
H -14.114240 -7.059290 -6.683820 0.07 0.06 -0.22 0.00
O -17.762680 -5.294740 -8.482470 0.06 0.65 0.08 0.11
H -18.474600 -5.671060 -8.999950 -0.30 -0.11 -0.25 0.00
H -17.631120 -5.916950 -7.767080 0.23 -0.52 0.32 0.00
O -17.919950 -3.505310 -5.632350 0.26 0.73 0.64 0.54
H -18.838280 -3.420240 -5.888620 -1.08 0.19 -0.30 0.00
H -17.728960 -4.438160 -5.730050 0.61 -1.61 -0.23 0.00
```
Forces are in eV/Å.

## Properties
2S+1: 2
HOMO energy (spin up / spin down) (eV): -10.14 / -10.08
LUMO (spin up / spin down) (eV): -0.56 / -8.05
Max |F| (eV/A): 3.366
Frontier orbital gap (spin up / spin down) (Eh): 0.352 / 0.075


(2)
DFT (ωB97M-V with the def2-TZVPD basis set) results for BF4Tl as an isolated structure.

XYZ file:
```
6
Properties=species:S:1:pos:R:3:forces:R:3:mulliken_charge:R:1
Tl 0.437661 -1.128905 -2.403552 0.01 0.05 0.72 1.54
B -0.126949 0.246752 0.493134 -0.13 0.81 0.30 0.63
F 0.337139 1.492804 0.138606 0.00 -0.12 0.09 0.00
F -0.249054 0.174571 1.850772 0.03 -0.14 -0.07 0.07
F -1.254382 -0.019364 -0.266046 0.13 -0.29 -0.24 -0.12
F 0.855584 -0.765858 0.187085 -0.04 -0.32 -0.81 -0.12
```
Forces are in eV/Å.

## Properties
HOMO energy (eV): -24.16
LUMO (eV): -19.62
Charge: +2
Max |F| (eV/A): 0.876
Frontier orbital gap (Eh): 0.167


(3)
DFT (ωB97M-V with the def2-TZVPD basis set) results for a 8-piece molecular cluster, BH18O7 overall at a distorted geometry.

XYZ file:
```
26
Properties=species:S:1:pos:R:3:forces:R:3:mulliken_charge:R:1
B 29.303250 22.963430 -3.400620 -0.38 -0.34 0.05 -0.33
H 30.334570 23.222730 -3.217930 3.80 1.44 0.86 0.10
H 29.046960 22.067900 -2.856020 -1.22 -2.97 2.50 -0.26
H 28.587490 23.764520 -3.299740 -2.54 3.08 0.61 -0.50
H 29.294670 22.602790 -4.417530 -0.25 -1.09 -3.81 -0.14
O 28.112890 20.282550 -4.696120 -0.35 -0.66 -0.38 -0.65
H 27.156120 20.283130 -4.667440 -0.20 -0.01 -0.03 0.29
H 28.367250 21.082590 -4.236260 0.35 0.44 0.25 0.48
O 30.098120 25.337560 -1.095970 0.19 0.34 0.54 -0.68
H 30.682340 24.810150 -1.640720 0.03 -0.22 -0.34 0.33
H 29.288760 25.400420 -1.603130 -0.21 -0.20 -0.20 0.32
O 29.672140 24.857340 -5.437640 0.35 0.89 -0.98 -0.72
H 29.779530 24.340120 -4.639400 -0.06 -0.22 0.35 0.51
H 28.842440 25.318620 -5.314910 -0.16 -0.02 0.05 0.27
O 31.015250 20.047820 -3.451390 0.32 -0.52 -0.05 -0.65
H 30.817830 20.817330 -3.985350 -0.18 0.13 -0.32 0.40
H 31.119990 20.391740 -2.564270 -0.01 0.20 0.38 0.39
O 26.216610 23.825870 -2.119720 -0.68 0.30 0.26 -0.70
H 26.891450 24.013510 -2.772110 0.45 -0.15 -0.18 0.25
H 26.272430 22.880300 -1.981820 0.20 -0.19 0.01 0.31
O 30.829650 21.904490 -1.135600 0.80 -0.50 0.96 -0.69
H 30.895910 22.568170 -0.449040 0.03 0.09 0.22 0.35
H 30.230280 22.283360 -1.778590 -0.53 0.18 -0.55 0.36
O 31.546310 22.321450 -5.688050 0.54 -0.32 -0.42 -0.67
H 31.856210 22.420900 -4.787880 0.04 0.12 0.22 0.35
H 30.666640 22.698770 -5.682080 -0.33 0.20 0.01 0.28
```
Forces are in eV/Å.

## Properties
HOMO energy (eV): -6.94
LUMO (eV): 3.01
Charge: -1
Max |F| (eV/A): 4.149
Frontier orbital gap (Eh): 0.365


(4)
DFT (ωB97M-V with the def2-TZVPD basis set) results for a 9-piece molecular cluster, BH20O8 overall at a distorted geometry.

XYZ file:
```
29
Properties=species:S:1:pos:R:3:forces:R:3:lowdin_spin:R:1
B -0.338954 -0.151789 -0.103555 -0.71 -0.59 2.15 0.26
H -1.354669 0.144395 0.108163 -3.72 0.10 0.29 0.03
H 0.333379 0.678284 -0.255842 2.33 2.89 -0.78 0.09
H 0.008988 -0.744463 0.728255 1.33 -1.78 3.08 0.03
H -0.258864 -0.669693 -1.046748 0.09 -1.75 -4.27 0.11
O 0.991296 3.068799 -1.667142 -0.40 0.23 0.19 0.00
H 1.555617 3.169585 -2.433703 0.18 0.02 -0.19 0.00
H 1.088070 2.149925 -1.417057 0.28 -0.18 -0.08 0.00
O -2.061431 2.270677 0.699667 -0.40 0.54 -0.14 0.07
H -1.326673 2.746488 1.086915 0.14 0.26 0.21 0.00
H -1.672996 1.464421 0.360103 -0.06 -0.04 0.08 0.00
O 0.889783 -3.097021 -0.489323 0.26 -0.04 -0.23 0.06
H 0.418844 -2.520785 -1.091332 -0.23 -0.04 -0.27 0.00
H 0.903848 -2.618322 0.339454 0.03 -0.08 0.56 0.00
O 2.536114 0.312536 -0.371205 0.65 0.28 0.05 0.01
H 2.784868 -0.567355 -0.654297 0.22 -0.30 -0.14 0.00
H 1.580201 0.289227 -0.327278 0.51 -0.25 0.06 0.00
O -0.162809 0.654338 2.744592 -0.19 0.09 0.45 0.04
H 0.514034 1.284122 2.496617 0.34 0.19 0.05 0.00
H -0.242924 0.076787 1.985480 -0.03 -0.02 0.05 0.00
O 1.472045 -2.314814 3.060734 0.06 -0.34 -0.31 0.00
H 0.537818 -2.114040 3.116759 -0.26 0.10 0.23 0.00
H 1.865042 -1.526037 2.687080 0.19 0.32 0.05 0.00
O -2.507646 -1.863056 -0.647282 -0.04 -0.93 0.15 0.31
H -2.033483 -1.229092 -0.109236 -0.05 0.44 0.41 -0.01
H -2.262244 -1.645708 -1.546589 -0.13 0.30 -0.75 0.00
O -1.079609 0.681946 -2.729225 -0.16 -0.24 -0.41 0.00
H -0.920255 0.448367 -1.814745 -0.18 0.40 -0.38 0.00
H -1.257390 1.622276 -2.709258 -0.07 0.41 -0.11 0.00
```
Forces are in eV/Å.

## Properties
2S+1: 2
HOMO energy (spin up / spin down) (eV): -11.86 / -11.77
LUMO (spin up / spin down) (eV): -0.11 / -7.42
Max |F| (eV/A): 4.617
Frontier orbital gap (spin up / spin down) (Eh): 0.432 / 0.160


- What is the formula in the first record?
  BF4H20O10


- The highest max |F| belongs to which entry?
  BH20O8


- Which of these has the lowest max |F|?
  BF4Tl